14
Properties=species:S:1:pos:R:3:forces:R:3 method="wB97M-V/def2-TZVPD" max_force_ev_per_a=0.5 energy_ev=-8372.80013 multiplicity=1 e_homo_ev=-10.6
H 1.8540 1.1953 -1.0624 0.0 -0.1 0.1
H 0.0656 -0.9575 -1.9670 0.0 0.0 0.1
H -1.4190 -1.0339 -0.9952 0.1 0.0 0.0
C -1.4968 0.3444 1.5372 -0.3 0.1 -0.2
H -0.4257 1.1307 -0.5599 0.1 -0.1 0.1
C -0.3290 -0.9836 -0.9457 0.0 0.0 0.0
O -2.3932 0.5770 0.7655 0.4 -0.1 0.4
H 2.1726 -0.4368 -0.4478 -0.1 0.1 0.1
H 1.9988 0.9209 0.6784 -0.1 0.0 -0.1
H -1.6140 0.2942 2.6299 0.0 0.0 -0.1
H 0.0499 -1.8875 -0.4539 0.0 0.2 -0.1
C 1.6261 0.4925 -0.2561 0.0 0.0 0.0
O -0.2205 0.1263 1.2191 -0.1 0.0 0.1
C 0.1197 0.2568 -0.1865 0.1 0.0 -0.2

***

13
Properties=species:S:1:pos:R:3:forces:R:3 method="wB97M-V/def2-TZVPD" max_force_ev_per_a=0.4 energy_ev=-6321.06836 multiplicity=1 e_homo_ev=-8.6
H -0.5305 0.2861 -2.6703 0.0 0.0 0.0
H -1.4829 1.1497 -0.3066 0.0 -0.2 0.1
C -0.3091 -0.6567 0.3218 -0.4 -0.1 0.0
C -1.5132 -1.0849 0.1428 0.3 -0.1 0.0
H -2.2326 -1.8502 -0.0928 0.1 0.1 0.0
H -1.6188 0.7606 1.4736 0.1 -0.1 -0.1
H 0.0978 0.1422 -2.3016 0.0 0.0 -0.1
H 2.7970 -0.1529 0.8898 -0.1 0.1 -0.1
O 0.9970 -0.9065 0.3574 -0.2 -0.1 0.0
C 1.8180 0.2324 0.6017 0.2 0.2 0.1
C -1.3455 0.3941 0.4772 0.0 0.4 0.1
H 1.4082 0.8445 1.4109 0.1 -0.1 -0.1
H 1.9147 0.8417 -0.3039 0.0 -0.1 0.1

***

17
Properties=species:S:1:pos:R:3:forces:R:3 method="wB97M-V/def2-TZVPD" charge=-1 max_force_ev_per_a=3.4 energy_ev=-8880.95403 multiplicity=1 e_homo_ev=-1.3
H 1.8619 -0.4829 0.0077 0.0 0.2 1.6
H 0.4944 1.0481 -2.1463 -0.6 -0.4 0.4
H -1.8358 0.3340 -0.5133 0.0 0.3 -1.4
C 0.9656 0.2117 -1.6011 -1.0 1.1 0.9
H -0.0770 -2.3249 0.9755 -0.4 -0.9 -0.6
H -1.4719 0.4854 2.4299 0.6 -0.2 0.2
O 1.6143 -1.7595 1.6723 0.2 0.2 0.2
C -0.9627 0.7015 1.4968 -1.2 -3.1 -0.1
N 0.2341 -1.5694 1.5500 -0.6 0.3 0.1
C -1.5431 -0.2011 0.3403 1.1 1.8 1.0
C -0.1497 -0.3654 0.7758 1.6 0.2 0.6
H -0.6524 1.6800 1.3740 0.2 1.9 -0.7
H -2.2077 -0.9386 0.6550 -1.1 -1.1 0.6
H 0.5494 -0.7567 -1.8490 -0.3 -0.1 -0.5
H 1.9572 0.2546 -1.9875 1.1 -0.2 -0.2
H 1.1843 1.1978 0.5293 0.7 -1.1 -1.5
C 1.0202 0.2120 -0.0328 -0.1 1.2 -0.6

***

85
Properties=species:S:1:pos:R:3:forces:R:3 method="wB97M-V/def2-TZVPD" charge=+3 max_force_ev_per_a=0.2 energy_ev=-78391.35232 multiplicity=1 e_homo_ev=-15.3
C 3.3167 0.9926 4.4530 0.0 0.0 0.0
C -2.3417 -1.5452 -1.4043 0.0 0.0 0.0
C -2.5869 -2.3702 -3.6323 0.0 0.0 0.0
H -3.1414 2.7562 -3.0462 0.0 0.0 0.0
H 3.7617 -3.6425 -1.8273 0.0 0.0 0.0
C -1.2777 -1.9882 -3.8853 0.0 0.0 0.0
C 2.9631 -3.5906 -1.1012 0.0 0.0 0.0
H 0.4696 -1.0864 -3.0185 0.0 0.0 0.0
C 1.3247 0.1077 3.5135 0.0 0.0 0.0
N -1.0770 -1.1814 -1.6513 0.0 0.1 0.0
C 0.9467 -3.3227 0.7414 0.0 0.0 0.0
C -1.3641 2.5883 1.8635 0.0 0.1 0.0
C -1.5398 -2.8969 1.1507 0.0 0.0 0.0
H 5.0936 1.9938 1.1681 0.0 0.0 0.0
C 2.0868 0.3911 4.6363 0.0 0.0 0.0
H -3.3203 -1.3438 2.5194 0.0 0.0 0.0
H -0.5772 3.0980 1.3191 0.0 0.0 0.0
H 2.7243 -1.4762 -1.3036 0.0 0.0 0.0
H -4.0951 0.6404 3.6507 0.0 0.0 0.0
C 2.3759 -2.3756 -0.8111 0.0 0.0 0.0
C 4.8859 4.4730 -2.8466 0.0 0.0 0.0
H 4.6833 1.7904 3.0279 0.0 0.0 0.0
H 1.7149 0.1470 5.6212 0.0 0.0 0.0
C 5.5090 3.8132 -0.6139 0.0 0.0 0.0
H 2.9412 -5.6884 -0.6282 0.0 0.0 0.0
C -3.2678 2.5942 3.2897 0.0 0.0 0.0
C -2.2636 3.2950 2.6369 0.0 0.0 0.0
H -0.0805 2.8906 -5.0499 0.0 0.0 0.0
H 3.4028 3.2562 -3.8143 0.0 0.0 0.0
N 4.4480 1.8672 0.4055 0.0 0.0 0.0
H 0.9096 3.3417 -3.6365 0.0 0.0 0.0
H 0.2193 5.4412 -1.7007 0.0 0.0 0.0
N -1.4130 1.2562 1.7369 0.0 -0.1 0.1
H 0.9942 1.6855 -4.2971 0.0 0.0 0.0
H -1.6088 -3.3627 0.1677 0.0 0.0 0.0
N 1.3874 -2.2357 0.0834 -0.1 -0.1 0.0
C 3.8762 2.5462 -1.8453 0.1 0.1 0.0
H -4.2283 2.1174 -1.7938 0.0 0.0 0.0
C -0.6318 4.7678 -1.6735 0.0 0.0 0.0
H 1.1245 -5.4317 1.0465 0.0 0.0 0.0
H -3.3918 3.6616 -1.5199 0.0 0.0 0.0
N 1.7259 0.3711 2.2732 0.0 0.1 0.0
C 5.6450 4.6654 -1.7018 0.0 0.0 0.0
H 6.0902 3.9742 0.2860 0.0 0.0 0.0
H -0.2023 -4.0716 2.3508 0.0 0.0 0.0
C 2.5075 -4.7166 -0.4337 0.0 0.0 0.0
S 2.8857 1.0921 -1.8982 -0.1 0.0 0.1
C 3.2691 1.2782 0.6682 -0.1 0.0 0.1
O -2.2389 1.9317 -1.3413 0.0 0.1 -0.1
C -3.3239 1.2148 3.1549 0.0 0.0 0.0
H 0.1082 -2.3674 2.4632 0.0 0.0 0.0
C -2.8712 -1.2326 -0.0295 0.0 0.0 0.0
C 1.4916 -4.5746 0.4984 0.0 0.0 0.0
Bi 0.1768 -0.0205 0.2114 0.0 -0.1 0.0
C -0.5584 -1.3983 -2.8645 0.0 0.0 -0.1
H -1.6670 -1.3090 3.0838 0.0 0.0 0.0
C 3.9841 3.4199 -2.9162 0.0 0.0 0.0
H -3.9983 3.1136 3.8957 0.0 0.0 0.0
H 3.9484 1.2365 5.2964 0.0 0.0 0.0
H -2.1796 4.3692 2.7197 0.0 0.0 0.0
H -3.7577 -1.8397 0.1829 0.0 0.0 0.0
C -2.3707 0.5743 2.3810 0.0 0.0 0.0
C -2.3292 -0.9320 2.3000 0.0 0.0 0.0
O -0.7681 2.1375 -3.2872 0.1 0.0 0.1
H -3.1756 -0.1820 0.0031 0.0 0.0 0.0
C 4.6319 2.7473 -0.7014 0.0 0.0 0.0
H 0.3480 -0.3491 3.6216 0.0 0.0 0.0
H 5.0027 5.1386 -3.6902 0.0 0.0 0.0
C 3.7316 1.2969 3.1612 0.0 0.0 0.0
N 2.3932 0.9898 -0.2479 0.2 0.1 -0.1
O -0.1341 3.4785 -1.2172 -0.1 0.0 0.0
C -0.1562 -3.1603 1.7558 0.0 0.0 0.0
H -4.1383 -2.4474 -2.1395 0.0 0.0 0.0
H -2.3175 -3.3511 1.7722 0.0 0.0 0.0
H -1.3694 5.1293 -0.9607 0.0 0.0 0.0
C 0.3480 2.5413 -4.1156 -0.1 0.0 0.0
H -1.0754 4.6842 -2.6641 0.0 0.0 0.0
N -1.8407 -1.4466 1.0076 0.0 -0.1 0.1
C 2.9151 0.9692 2.0930 0.0 0.0 -0.1
H -0.8195 -2.1460 -4.8510 0.0 0.0 0.0
C -3.1245 -2.1500 -2.3719 0.0 0.0 0.0
H -3.1816 -2.8404 -4.4040 0.0 0.0 0.0
H 6.3478 5.4851 -1.6497 0.0 0.0 0.0
C -3.3169 2.6777 -1.9769 0.0 0.0 0.0
P -0.6919 2.0658 -1.6953 0.0 0.1 0.1